Entry from OMol25: a structure of composition C63H40GeI5N4Sn (ωB97M-V/def2-TZVPD).

The calculation puts the LUMO energy (spin up / spin down) at 0.65 / 0.65 eV. The value obtained for the HOMO energy (spin up / spin down) is -4.36 / -4.34 eV. For the frontier orbital gap (spin up / spin down), the calculation gives 5.0 / 5.0 eV. The total energy comes out at -174792.5739 eV. The net charge is -1.

Geometry as XYZ:
```
114
Properties=species:S:1:pos:R:3:mulliken_charge:R:1
Sn 0.596 0.121 0.394 1.696
I 2.623 -3.786 -8.869 0.029
C 1.833 -3.020 -7.058 -0.093
C 1.106 -3.849 -6.226 -0.873
C 0.599 -3.356 -5.041 -0.268
C 0.797 -2.027 -4.644 0.869
C 1.563 -1.226 -5.510 -0.266
C 2.069 -1.706 -6.699 -0.809
C 0.458 -1.494 -3.331 0.528
C 0.375 -2.341 -2.190 0.399
C -0.333 -3.593 -2.077 -1.553
C -0.187 -4.010 -0.797 -1.084
C 0.671 -3.046 -0.159 0.180
C 1.260 -3.153 1.094 1.781
C 0.868 -4.282 1.946 -0.239
C 0.961 -5.601 1.511 -0.366
C 0.408 -6.631 2.250 -0.668
C -0.211 -6.335 3.451 -0.178
I -1.123 -7.897 4.557 0.024
C -0.267 -5.040 3.934 -0.539
C 0.273 -4.016 3.179 -0.516
C 2.206 -2.230 1.570 -0.092
N 2.374 -0.985 1.079 0.540
C 3.458 -0.437 1.672 0.512
C 3.912 0.874 1.502 0.568
C 5.026 1.293 2.386 -0.655
C 4.717 1.689 3.683 0.309
C 5.717 2.062 4.562 -0.674
C 7.032 2.034 4.137 -0.092
I 8.572 2.587 5.486 0.038
C 7.363 1.649 2.852 -0.639
C 6.354 1.281 1.976 0.117
C 3.339 1.841 0.684 0.189
C 3.747 3.211 0.588 -1.547
C 2.866 3.833 -0.237 -1.252
C 1.943 2.832 -0.684 0.384
N 2.260 1.653 -0.113 0.342
C 0.922 2.984 -1.630 1.047
C 0.383 1.909 -2.341 0.130
C -0.210 2.026 -3.650 -1.426
C -0.173 0.786 -4.193 -1.683
C 0.349 -0.101 -3.179 0.180
N 0.628 0.609 -2.074 0.293
C 0.449 4.316 -2.035 -1.132
C 1.247 5.275 -2.650 -0.260
C 0.700 6.478 -3.062 -0.744
C -0.646 6.717 -2.861 -0.340
I -1.494 8.536 -3.550 0.022
C -1.458 5.786 -2.242 -0.361
C -0.903 4.590 -1.836 0.293
C 4.037 -1.403 2.552 -1.562
C 3.238 -2.505 2.514 -1.434
N 0.922 -2.026 -1.017 -0.337
H 0.946 -4.886 -6.483 0.395
H 0.056 -4.039 -4.414 0.089
H 1.815 -0.216 -5.221 0.391
H 2.670 -1.063 -7.326 0.376
H -0.982 -4.038 -2.810 0.575
H -0.626 -4.876 -0.340 0.676
H 1.463 -5.818 0.578 0.578
H 0.439 -7.647 1.882 0.395
H -0.746 -4.823 4.876 0.387
H 0.197 -2.995 3.521 0.558
H 3.684 1.705 3.998 0.415
H 5.461 2.357 5.568 0.402
H 8.394 1.623 2.531 0.394
H 6.607 0.974 0.972 0.506
H 4.577 3.655 1.106 0.539
H 2.860 4.869 -0.517 0.648
H -0.559 2.935 -4.102 0.557
H -0.517 0.489 -5.167 0.747
H 2.289 5.068 -2.841 0.650
H 1.315 7.217 -3.554 0.379
H -2.510 5.976 -2.089 0.464
H -1.522 3.847 -1.357 0.327
H 4.938 -1.251 3.116 0.537
H 3.366 -3.437 3.033 0.612
I 0.607 1.358 2.905 -0.443
C -1.201 -1.000 0.990 -1.142
Ge -2.882 0.025 1.110 2.544
C -3.927 -0.957 2.486 -0.644
C -3.366 -1.980 3.239 -0.481
C -4.087 -2.598 4.246 -0.410
C -5.391 -2.207 4.504 -0.481
C -5.964 -1.191 3.756 -0.742
C -5.230 -0.568 2.763 -0.087
C -3.708 -0.139 -0.683 -0.031
C -3.028 0.359 -1.785 0.863
C -3.474 0.124 -3.072 -0.676
C -4.615 -0.635 -3.273 -0.754
C -5.299 -1.149 -2.184 -0.709
C -4.847 -0.899 -0.901 -0.611
C -2.953 1.920 1.697 -0.232
C -2.878 2.230 3.049 -0.219
C -2.909 3.548 3.471 -0.655
C -3.006 4.570 2.543 -0.585
C -3.081 4.272 1.193 -0.531
C -3.070 2.952 0.779 -0.381
H -1.423 -1.677 0.154 -0.084
H -2.349 -2.284 3.029 0.268
H -3.634 -3.385 4.837 0.435
H -5.957 -2.693 5.289 0.359
H -6.982 -0.878 3.952 0.380
H -5.665 0.241 2.189 0.428
H -2.118 0.930 -1.635 -0.363
H -2.921 0.515 -3.915 0.382
H -4.961 -0.837 -4.278 0.387
H -6.178 -1.761 -2.337 0.409
H -5.376 -1.306 -0.048 0.390
H -2.783 1.433 3.773 0.484
H -2.841 3.779 4.524 0.367
H -3.032 5.600 2.871 0.392
H -3.139 5.072 0.468 0.312
H -3.165 2.712 -0.272 0.479
```


Entry from OMol25: a structure of composition C28H37N8PS5V (ωB97M-V/def2-TZVPD).

The calculation puts the LUMO energy (spin up / spin down) at 0.00 / -0.01 eV. The expectation value of S² is 3.764. The value obtained for the HOMO energy (spin up / spin down) is -5.13 / -5.53 eV. As for the relative energy (zero: lowest compared OMol25 entry of this formula, charge and spin): 0.0 kcal per mole. For the frontier orbital gap (spin up / spin down), the calculation gives 5.1 / 5.5 eV. The total energy comes out at -130712.1757 eV. The net charge is 0. The spin multiplicity is 4.

Geometry as XYZ:
```
80
Properties=species:S:1:pos:R:3:mulliken_charge:R:1
V -0.170 0.032 -0.591 0.253
C 3.917 -3.781 -0.441 -0.848
N 2.620 -3.209 -0.756 0.202
C 1.632 -3.819 -1.484 -0.722
C 0.606 -2.924 -1.576 -0.764
N 0.956 -1.782 -0.915 0.780
C 2.171 -1.968 -0.428 -0.390
P 3.119 -0.738 0.524 -0.500
C 1.849 -0.321 1.756 -0.250
N 0.584 -0.066 1.477 0.966
C -0.005 0.332 2.643 -0.933
C 0.925 0.311 3.641 -0.783
N 2.097 -0.111 3.074 0.375
C 3.374 -0.224 3.749 -0.793
C 2.840 0.691 -0.562 -0.190
N 1.649 1.055 -0.997 0.758
C 1.816 2.193 -1.729 -0.803
C 3.140 2.526 -1.727 -0.579
N 3.786 1.565 -0.992 0.352
C 5.204 1.529 -0.699 -0.817
H 3.901 -4.835 -0.702 0.321
H 4.127 -3.685 0.622 0.326
H 4.706 -3.288 -1.008 0.301
H 1.750 -4.817 -1.868 0.443
H -0.353 -3.008 -2.065 0.458
H -1.048 0.601 2.676 0.572
H 0.857 0.552 4.688 0.478
H 3.213 -0.095 4.816 0.328
H 4.064 0.545 3.403 0.241
H 3.815 -1.204 3.576 0.311
H 0.976 2.670 -2.204 0.450
H 3.675 3.339 -2.185 0.459
H 5.705 2.267 -1.319 0.335
H 5.616 0.546 -0.923 0.315
H 5.393 1.762 0.349 0.251
C -4.435 -4.954 -1.364 -0.653
C -4.840 -3.626 -1.993 -0.838
S -3.449 -2.487 -2.248 -0.045
C -3.973 -1.083 -1.236 0.765
C -3.937 -1.274 0.274 -1.154
S -2.268 -1.501 0.944 0.502
C -2.255 -3.197 1.578 -0.999
C -2.414 -4.338 0.577 -0.124
S -4.145 -4.891 0.421 -0.197
H -3.547 -5.360 -1.851 0.307
H -5.233 -5.688 -1.495 0.434
H -5.595 -3.134 -1.380 0.341
H -5.290 -3.815 -2.970 0.474
H -4.988 -0.805 -1.534 0.710
H -3.314 -0.271 -1.537 -1.348
H -4.543 -2.125 0.584 0.488
H -4.337 -0.374 0.741 0.489
H -2.979 -3.294 2.390 0.452
H -1.264 -3.266 2.036 0.265
H -1.841 -5.200 0.923 0.531
H -2.041 -4.044 -0.403 -0.241
C -2.849 1.908 -4.031 -1.784
C -2.180 1.549 -2.719 0.575
S -1.038 0.201 -2.823 -0.490
C -2.471 2.191 -1.573 0.798
C -3.465 3.319 -1.492 -1.692
S -1.735 1.773 -0.016 -0.461
H -2.459 1.282 -4.830 0.404
H -2.674 2.952 -4.305 0.343
H -3.932 1.758 -3.988 0.317
H -3.941 3.524 -2.450 0.474
H -2.980 4.236 -1.146 0.279
H -4.246 3.087 -0.763 0.269
N -1.189 6.236 1.803 -0.522
C -0.229 5.613 1.901 -0.037
C 1.000 4.873 2.019 -0.039
C 2.122 5.477 2.574 -0.306
C 3.284 4.735 2.671 -1.044
C 3.264 3.427 2.211 -0.138
N 2.197 2.838 1.677 0.293
C 1.075 3.551 1.580 0.116
H 2.076 6.502 2.917 0.494
H 4.185 5.157 3.094 0.422
H 4.164 2.820 2.275 0.340
H 0.204 3.074 1.132 0.327
```


Entry from OMol25: a structure of composition C18H15F9N2PtS (ωB97M-V/def2-TZVPD).

The calculation puts the LUMO energy (spin up / spin down) at 0.32 / -1.72 eV. The expectation value of S² is 2.016. The value obtained for the HOMO energy (spin up / spin down) is -8.04 / -8.29 eV. As for the relative energy (zero: lowest compared OMol25 entry of this formula, charge and spin): 0.0 kcal per mole. For the frontier orbital gap (spin up / spin down), the calculation gives 8.4 / 6.6 eV. The total energy comes out at -60426.4165 eV. The net charge is 0. The spin multiplicity is 3.

Geometry as XYZ:
```
46
Properties=species:S:1:pos:R:3:mulliken_charge:R:1
Pt 0.409 -1.379 0.154 0.451
C -2.338 2.156 1.059 -1.510
C -1.829 0.868 0.419 -0.126
N -0.382 0.802 0.098 0.947
C -0.046 1.296 -1.257 -0.262
C -0.331 2.764 -1.550 -1.367
C 0.435 1.394 1.171 -0.871
C 1.891 1.003 1.041 -1.092
N 1.972 -0.449 0.934 -0.179
C 3.170 -1.067 1.242 -0.050
C 3.179 -2.397 1.687 0.236
F 2.019 -3.059 1.822 -0.292
C 4.345 -3.055 2.020 0.126
F 4.264 -4.320 2.450 -0.303
C 5.576 -2.437 1.931 -0.524
C 5.592 -1.132 1.490 0.038
F 6.758 -0.483 1.367 -0.301
C 4.432 -0.462 1.149 0.833
F 4.555 0.794 0.677 -0.294
H -3.420 2.076 1.168 0.496
H -2.128 3.041 0.463 0.271
H -1.925 2.309 2.056 0.327
H -2.362 0.687 -0.513 -0.147
H -2.046 0.031 1.086 0.279
H -0.592 0.667 -1.956 0.011
H 1.009 1.080 -1.423 0.383
H -1.399 2.973 -1.594 0.267
H 0.091 3.012 -2.524 0.453
H 0.124 3.431 -0.817 0.300
H 0.044 1.004 2.113 0.415
H 0.342 2.484 1.192 0.377
H 2.426 1.357 1.927 0.608
H 2.348 1.501 0.181 0.295
H 6.487 -2.954 2.193 0.484
F -5.724 0.343 -2.641 -0.315
C -4.678 -0.372 -2.230 0.545
C -3.538 -0.447 -3.012 0.474
F -3.493 0.195 -4.181 -0.327
C -2.456 -1.195 -2.578 0.192
F -1.379 -1.244 -3.368 -0.416
C -2.463 -1.859 -1.356 -0.211
S -1.071 -2.780 -0.786 -0.386
C -3.628 -1.780 -0.604 0.378
F -3.695 -2.377 0.590 -0.405
C -4.726 -1.049 -1.024 0.507
F -5.821 -0.974 -0.266 -0.314
```